Record 1
Below is C27H42CoI2NO9SbSi3 as an isolated structure, with properties calculated with the ωB97M-V functional and the def2-TZVPD basis.

Spin multiplicity ... 4
Gap between HOMO and LUMO (spin up / spin down) ... 5.338 / 6.410 eV
Charge ... -2

Cartesian coordinates (Å):
I 6.614 1.779 -2.142
I 4.433 1.666 -0.259
Sb -2.397 0.397 -0.017
Co 1.775 0.862 -0.378
Si -2.497 -2.176 0.052
Si -4.965 0.720 0.279
Si -2.429 0.629 -2.600
O 3.802 4.364 6.745
O 6.458 -3.735 -1.396
O 0.379 -0.486 -0.128
O 0.137 0.595 1.846
O 2.919 1.443 1.354
O 1.944 0.530 -2.400
O 2.082 3.178 7.225
O 2.350 -0.041 -4.515
O 4.801 -3.099 0.071
N 2.909 3.590 6.419
C -4.191 -2.939 -0.399
C 2.823 2.091 2.474
C -1.236 -3.093 -1.032
C 1.048 2.784 -0.445
C 0.914 -0.208 1.009
C 3.567 -1.186 -2.841
C 1.763 -1.234 1.742
C -2.216 -2.731 1.856
C -1.102 -0.298 -3.551
C 3.761 3.058 2.862
C 1.729 1.777 3.371
C 4.576 -2.512 -1.161
C 2.838 3.148 5.070
C 4.558 -1.587 -3.725
C 6.074 -3.702 -0.032
C -5.293 0.359 2.126
C -4.125 0.092 -3.299
C -2.267 2.480 -2.993
C 0.570 1.062 3.043
C 5.586 -2.450 -3.342
C 5.575 -2.888 -2.042
C -6.516 -0.029 -0.555
C -5.265 2.597 0.101
C 1.826 2.280 4.683
C 3.778 3.590 4.131
C 3.555 -1.679 -1.533
C 2.533 -0.155 -3.301
H 1.600 3.391 -1.170
H -4.911 0.777 -2.973
H -6.537 -1.116 -0.457
H 1.044 3.310 0.519
H 6.811 -3.120 0.541
H 6.374 -2.737 -4.025
H -3.033 -2.386 2.495
H -2.851 3.095 -2.304
H 4.528 -1.187 -4.729
H -1.291 -2.306 2.250
H -0.118 0.019 -3.203
H 6.031 -4.723 0.361
H -4.505 -2.630 -1.398
H -1.152 -0.091 -4.622
H 2.770 -1.405 -0.845
H 1.261 -1.498 2.679
H -4.121 0.080 -4.392
H -5.366 2.876 -0.951
H -4.155 -4.032 -0.380
H -1.221 2.780 -2.902
H -4.396 -0.907 -2.952
H -6.173 2.915 0.621
H -4.472 0.725 2.746
H 1.860 -2.125 1.124
H -2.593 2.707 -4.011
H -4.426 3.164 0.511
H 4.509 3.358 2.141
H 2.756 -0.867 1.995
H -1.173 -1.378 -3.407
H -2.154 -3.819 1.945
H -6.553 0.207 -1.620
H -7.421 0.370 -0.089
H -0.948 -4.056 -0.602
H -5.381 -0.717 2.302
H -0.336 -2.486 -1.136
H 4.511 4.329 4.417
H -0.232 1.028 3.771
H -6.216 0.829 2.477
H 0.009 2.689 -0.783
H 1.082 1.987 5.411
H -1.631 -3.276 -2.033
H -4.961 -2.614 0.304


Record 2
Below is a 5-piece molecular cluster, C27H42FNO6 overall, with properties calculated with the ωB97M-V functional and the def2-TZVPD basis.

Gap between HOMO and LUMO ... 8.798 eV
Structure (SMILES) ... CCCN1C(=O)c2cccc(F)c2C1=O.C1CCOC1.C1CCOC1.C1CCOC1.C1CCOC1

Cartesian coordinates (Å):
F -2.458 -1.076 1.116
O -1.201 -3.020 -3.008
O 1.966 5.410 1.567
O -0.885 3.988 -1.318
O 5.487 2.771 0.901
O 0.007 0.734 1.675
O -2.915 -7.267 -0.515
N 0.076 2.304 -0.042
C -0.483 1.224 0.698
C 1.430 2.209 -0.629
C -0.166 6.111 2.310
C 3.363 0.811 -1.348
C -2.046 -3.982 -3.643
C -4.718 -7.693 0.947
C -2.859 -4.632 -2.530
C -3.306 2.031 -1.497
C 6.797 2.206 0.855
C -4.590 -8.859 -0.032
C 0.772 4.918 2.184
C -1.617 -2.826 -1.656
C -2.984 -3.484 -1.531
C 0.228 6.934 1.084
C 5.395 3.713 1.972
C -3.758 -8.232 -1.144
C -0.948 2.902 -0.806
C -1.824 0.956 0.099
C 1.999 0.798 -0.654
C -2.728 -0.068 0.284
C 6.638 3.501 2.826
C -3.346 -7.043 0.829
C -4.201 0.985 -1.305
C 7.659 3.058 1.778
C 1.736 6.717 1.041
C -3.916 -0.066 -0.427
C -2.121 1.980 -0.791
H 0.041 6.667 3.227
H 2.123 0.436 0.367
H -4.950 -7.999 1.966
H 3.645 -0.199 -1.643
H 7.145 2.206 -0.179
H 4.464 3.540 2.512
H -0.238 6.519 0.189
H -3.521 2.843 -2.176
H 2.116 2.843 -0.059
H -5.496 -7.003 0.612
H -2.309 -5.457 -2.079
H -3.362 -5.969 1.019
H 8.502 2.508 2.191
H -3.818 -5.014 -2.879
H -5.136 0.970 -1.848
H -5.545 -9.240 -0.388
H -4.044 -9.682 0.432
H -0.041 7.987 1.158
H -2.627 -7.504 1.515
H 1.378 2.615 -1.639
H 1.316 0.103 -1.153
H -3.133 -8.954 -1.671
H 2.260 7.450 1.665
H 4.128 1.168 -0.655
H -1.215 5.817 2.318
H -3.201 -3.810 -0.515
H -1.423 -4.692 -4.188
H -4.395 -7.725 -1.877
H 6.930 4.398 3.370
H 6.751 1.168 1.205
H 8.047 3.926 1.240
H -4.607 -0.887 -0.286
H 3.362 1.460 -2.224
H -2.692 -3.466 -4.362
H 0.339 4.149 1.540
H 1.031 4.468 3.144
H 6.471 2.701 3.551
H -1.632 -1.756 -1.447
H 5.366 4.724 1.555
H -0.890 -3.298 -0.986
H -3.769 -2.791 -1.846
H 2.145 6.766 0.032


Record 3
Below is C27H42FeNOP2 as an isolated structure, with properties calculated with the ωB97M-V functional and the def2-TZVPD basis.

Spin multiplicity ... 5
Gap between HOMO and LUMO (spin up / spin down) ... 6.625 / 5.994 eV
Charge ... +1

Cartesian coordinates (Å):
Fe -0.658 -0.363 -0.728
P -0.027 1.810 -1.377
P -0.169 -1.736 1.250
O -2.935 -0.062 -0.822
N 1.576 -0.583 -0.798
C 3.358 -3.869 1.021
C -1.072 -3.349 0.794
C 0.973 2.939 0.871
C -2.495 -3.060 0.310
C -1.226 3.893 0.081
C 1.014 -0.789 3.573
C 1.509 -2.330 0.826
C -0.819 2.325 -2.998
C 2.368 0.407 -1.275
C 2.488 2.530 -2.448
C -1.410 -1.398 3.757
C -3.140 0.803 1.377
C 0.136 3.351 -0.341
C -5.131 0.619 -0.186
C -0.365 1.276 -4.011
C 2.164 -3.352 1.496
C -0.632 3.741 -3.534
C 3.863 2.413 -2.566
C 3.246 -2.379 -0.857
C -0.075 -1.757 3.119
C 3.783 0.419 -1.232
C 4.508 1.388 -1.886
C -3.666 0.420 0.030
C 2.116 -1.743 -0.310
C -1.114 -4.452 1.847
C 3.861 -3.418 -0.192
C 1.737 1.573 -1.789
H 1.070 -0.772 4.659
H 1.987 -1.087 3.189
H -1.097 4.856 0.568
H -0.505 -3.712 -0.076
H -0.913 4.501 -2.811
H -5.331 0.868 -1.223
H -2.941 -3.972 -0.089
H 0.388 3.933 -3.849
H -2.047 0.886 1.345
H -3.416 0.018 2.083
H 4.746 -3.869 -0.614
H -1.264 3.865 -4.411
H 0.675 1.447 -4.286
H -1.654 -4.140 2.739
H -0.120 -4.791 2.124
H -3.120 -2.705 1.129
H -5.651 -0.315 0.034
H -1.892 2.187 -2.810
H 0.800 0.222 3.226
H -1.711 3.218 0.784
H -1.642 -5.307 1.426
H -0.441 0.270 -3.573
H -3.582 1.733 1.717
H 0.191 -2.772 3.423
H 0.883 3.668 1.672
H 1.758 -3.749 2.414
H -2.480 -2.314 -0.489
H -2.228 -1.973 3.328
H 0.677 4.100 -0.927
H -1.372 -1.615 4.821
H -0.970 1.313 -4.913
H 2.004 3.394 -2.873
H -5.533 1.388 0.465
H 2.022 2.845 0.597
H -1.893 4.030 -0.769
H 4.308 -0.337 -0.669
H 4.427 3.138 -3.130
H 3.880 -4.637 1.572
H 3.618 -2.059 -1.820
H 0.640 1.960 1.236
H 5.587 1.357 -1.859
H -1.625 -0.339 3.638


Record 4
Below is a 5-piece molecular cluster, C27H42N3O15PS overall, with properties calculated with the ωB97M-V functional and the def2-TZVPD basis.

Gap between HOMO and LUMO ... 3.689 eV

Cartesian coordinates (Å):
S -2.318 -0.763 2.424
P 5.652 -1.042 2.511
O 4.995 -0.156 5.666
O -2.688 2.254 -6.151
O 5.226 -2.198 6.673
O -5.000 1.366 4.225
O -5.464 0.139 2.392
O 0.455 1.864 -7.020
O -2.793 0.304 -0.462
O -0.538 -0.084 -0.394
O -1.455 1.257 -2.006
O -4.603 1.642 -7.169
O -4.360 3.792 -6.424
O 2.151 0.423 -6.664
O 6.823 -0.633 6.958
O -0.008 -0.327 -6.545
O -3.300 0.301 3.122
N 1.507 -4.839 2.022
N 7.131 -1.629 2.952
N 5.584 -4.749 0.978
C -1.509 0.443 -0.909
C 4.446 -2.539 2.632
C 2.032 -1.191 2.705
C -3.666 0.595 -7.365
C -3.922 2.664 -6.570
C 2.972 -2.264 1.897
C 1.636 3.791 -7.871
C -4.482 0.578 3.235
C 6.337 -2.833 7.283
C -4.344 -0.757 -7.273
C -7.215 1.798 5.083
C -2.972 2.817 -3.054
C -3.567 1.264 -1.159
C -2.795 1.447 -2.431
C 0.429 -1.659 2.652
C 0.794 0.573 -6.725
C 1.643 2.629 -6.898
C 5.878 -3.850 8.309
C -2.672 0.842 -6.271
C -6.340 1.646 3.855
C 7.084 -1.678 7.879
C -6.697 0.461 3.009
C 5.145 -3.769 1.741
C 2.235 -3.766 1.870
C 5.626 -0.927 6.368
C 2.711 1.617 -7.181
C -0.573 -0.420 3.100
H 6.711 -1.375 8.863
H 5.304 0.030 3.430
H -2.860 -1.807 3.239
H -4.578 0.887 -1.337
H -6.911 2.681 5.656
H 5.780 -0.503 1.179
H -6.345 2.573 3.270
H -7.034 -0.406 3.588
H 2.908 1.474 -8.249
H -8.269 1.906 4.810
H 6.921 -3.326 6.497
H 8.158 -1.870 7.949
H -3.615 -1.571 -7.313
H -1.670 0.489 -6.533
H -2.391 2.888 -3.980
H 0.146 -1.922 1.534
H 2.398 -1.014 3.806
H 0.840 4.497 -7.610
H -3.627 2.172 -0.548
H -2.962 0.408 -5.308
H -4.925 -0.846 -6.349
H -5.053 -0.881 -8.099
H -7.453 0.701 2.257
H 1.704 2.999 -5.867
H -7.108 0.939 5.755
H 7.815 -1.470 2.161
H -4.022 3.016 -3.285
H 1.428 3.451 -8.891
H 2.061 -0.154 2.118
H -0.150 0.624 2.785
H -0.675 -0.463 4.284
H 6.725 -4.267 8.862
H 3.131 -1.988 0.759
H 2.592 4.323 -7.862
H -3.214 0.725 -8.356
H 5.174 -3.405 9.019
H -3.035 0.665 -3.161
H 0.215 -2.537 3.410
H 4.277 -2.861 3.769
H 5.346 -4.670 7.815
H -2.598 3.604 -2.391
H 3.651 1.852 -6.674


Record 5
Below is C27H43F2NO8S3 as an isolated structure, with properties calculated with the ωB97M-V functional and the def2-TZVPD basis.

Gap between HOMO and LUMO ... 8.001 eV
Energy above the lowest of the compared OMol25 structures with the same formula, charge and spin ... 8.4 kJ/mol

Cartesian coordinates (Å):
S -2.633 24.024 45.936
S -1.641 23.388 35.826
S -4.555 22.273 41.141
F -4.316 19.911 47.958
F 1.305 19.504 40.299
O -2.023 23.639 44.745
O -2.674 23.323 34.758
O -3.959 24.520 46.018
O -0.664 22.229 35.864
O -4.108 21.908 39.791
O -4.246 21.491 42.227
O 0.183 22.358 41.106
O 0.398 21.497 45.601
N -0.678 21.686 43.356
C -5.263 19.975 47.116
C -0.649 24.898 35.860
C -7.272 20.273 45.031
C -0.831 24.327 47.655
C -1.332 17.112 41.164
C -1.806 23.290 48.258
C -1.447 25.097 46.652
C -6.572 20.062 47.377
C -1.252 24.191 38.099
C -5.959 20.167 44.657
C -1.896 18.348 39.085
C -1.233 20.490 42.815
C -0.711 18.996 39.243
C -6.204 22.782 41.277
C -0.026 17.767 41.134
C 0.020 22.568 42.256
C -3.908 23.919 41.486
C 0.203 18.775 40.167
C -4.976 24.663 42.239
C -2.195 17.415 40.112
C -6.187 24.203 41.459
C -0.660 25.278 37.342
C -2.449 22.656 47.087
C 0.827 23.770 42.904
C -7.625 20.250 46.382
C -5.000 20.061 45.603
C -2.301 23.553 37.415
H -2.606 18.488 38.258
H -7.937 20.145 44.204
H 0.731 17.549 41.898
H -2.338 23.891 48.949
H -0.445 25.016 48.511
H -2.888 23.848 42.090
H -5.062 24.407 43.266
H -0.566 23.408 38.615
H -3.271 24.161 37.136
H -1.403 24.622 39.050
H -0.004 24.041 47.283
H -0.254 21.541 44.202
H -6.217 24.706 40.480
H -2.202 20.176 43.396
H -1.697 20.617 41.667
H -3.533 24.388 40.643
H -7.138 19.813 48.314
H -0.469 19.684 38.274
H -2.458 22.488 37.663
H -6.675 22.071 42.061
H -2.037 25.897 46.908
H 0.468 25.415 37.812
H -1.165 25.642 35.378
H -5.840 20.155 43.558
H 0.296 24.827 35.410
H -8.714 20.240 46.574
H -3.990 20.187 45.352
H -1.195 22.414 48.765
H -1.631 16.463 41.948
H -3.228 16.987 40.210
H -0.789 25.323 45.750
H -3.187 21.966 47.418
H 0.210 24.701 42.900
H -7.001 24.775 41.874
H -1.695 21.985 46.487
H -1.019 26.372 37.702
H -4.869 25.762 42.057
H -0.453 19.844 42.814
H 0.959 23.469 43.925
H 1.713 23.834 42.211
H -1.355 22.317 43.651
H -6.957 22.423 40.504
H 1.096 21.676 46.180


Record 6
Below is C27H43F3MgO15S as an isolated structure, with properties calculated with the ωB97M-V functional and the def2-TZVPD basis.

Gap between HOMO and LUMO ... 7.346 eV
Energy above the lowest of the compared OMol25 structures with the same formula, charge and spin ... 346.0 kJ/mol

Cartesian coordinates (Å):
S 1.622 0.855 0.764
Mg 3.688 -1.526 -0.556
F -0.469 -0.777 1.380
F -0.819 0.243 -0.516
F -0.954 1.295 1.348
O 4.145 -0.141 -2.143
O -3.307 -2.065 -1.349
O 1.890 1.106 2.158
O -1.561 3.900 -0.683
O -2.819 -4.680 4.482
O 1.652 -2.596 -4.048
O 5.337 0.636 -3.820
O -3.984 -2.726 4.359
O 2.515 5.230 3.191
O 2.447 -0.246 0.122
O 1.939 6.108 5.249
O 2.102 -1.763 -1.954
O 3.348 -2.872 0.901
O -3.262 3.978 0.713
O 1.598 2.046 -0.151
C -3.570 -2.914 0.870
C -2.723 3.500 -0.244
C -2.899 -4.071 0.005
C -3.301 2.376 -1.016
C 0.429 4.553 4.060
C 0.448 4.603 2.542
C -0.088 -1.284 -3.077
C -1.666 -2.517 4.020
C -2.321 -1.132 4.177
C 2.502 -3.829 1.524
C -2.453 2.369 -2.191
C 1.346 -1.875 -2.966
C -0.278 0.372 0.745
C -2.946 -3.400 -1.410
C 4.911 2.211 -2.091
C 1.896 4.610 2.193
C 1.039 -3.810 1.188
C -1.200 3.055 -1.734
C 5.511 2.904 -3.281
C -2.844 -3.449 4.393
C 4.679 0.818 -2.695
C 6.131 1.805 -4.111
C -0.463 -1.990 -4.351
C -3.848 -1.344 4.009
C -4.187 -2.005 -0.240
C 1.649 5.343 4.289
C 0.748 -2.390 -5.118
H -0.442 5.103 4.415
H -1.949 -3.520 -1.835
H -1.858 -4.330 0.199
H -4.364 -0.725 4.744
H 0.601 -3.343 -5.626
H -0.076 5.497 2.204
H 4.749 3.329 -3.934
H -0.073 3.739 2.128
H -0.080 -0.198 -3.169
H 2.121 3.543 2.190
H 7.180 1.633 -3.874
H -3.688 -3.866 -2.058
H 0.565 3.537 4.431
H -3.136 1.573 -0.298
H 2.563 -3.548 2.576
H -0.743 3.623 -2.544
H 5.982 2.067 -5.159
H -2.853 -2.284 1.396
H 0.736 -2.774 1.342
H -2.316 1.360 -2.580
H -5.141 -2.392 -0.600
H -2.903 2.939 -3.004
H 5.716 1.864 -1.443
H 1.147 -1.611 -5.767
H -0.456 2.311 -1.447
H -4.336 -0.979 0.096
H -1.128 -1.369 -4.952
H -4.375 -3.297 1.497
H 2.200 5.032 1.235
H -0.780 -2.504 4.655
H -0.976 -2.927 -4.134
H -1.293 -2.682 3.010
H 0.823 -4.253 0.217
H -3.441 -5.010 0.119
H -2.134 -0.714 5.167
H 0.633 -4.428 1.989
H -0.777 -1.448 -2.248
H 4.147 2.784 -1.566
H -4.363 2.430 -1.254
H -4.164 -1.180 2.979
H 2.895 -4.843 1.455
H -2.018 -0.348 3.484
H 6.194 3.696 -2.972


What are the F_max values for these records? In order: 1.696 1.026 2.662 12.675 7.864 5.821 eV/Å.